(1)
11 unconnected molecules or ions with the total composition C55H142N12O18 in a non-equilibrium geometry, computed with ωB97M-V with the def2-TZVPD basis set.

## Properties
Structure (SMILES): COC[C@H](C)N.COC[C@H](C)N.COC[C@H](C)N.COCCNCCOC.COCCNCCOC.COCCNCCOC.COCCNCCOC.COCCNCCOC.COCCNCCOC.COCCNCCOC.NC(N)=O
Molecular weight (g mol⁻¹): 1259.81
Frontier orbital gap (eV): 8.48
F_max (eV Å⁻¹): 4.3

```
! RIJCOSX wB97M-V def2-TZVPD def2/J DEFGRID3
* xyz 0 1
C 1.63387 -0.55111 0.70070
O 0.57593 0.34336 0.42252
C -0.74123 -0.21465 0.10870
C -1.77571 0.94093 -0.19353
C -1.49339 1.88893 -1.39419
N -1.83741 1.83330 0.97767
H 2.01940 -1.09171 -0.16373
H 1.34424 -1.34427 1.38998
H 2.40670 0.11308 1.08757
H -0.67895 -0.76580 -0.82962
H -1.10092 -0.78402 0.96575
H -2.74101 0.47704 -0.39626
H -0.53086 2.37667 -1.24008
H -2.25560 2.58242 -1.74942
H -1.22266 1.32288 -2.28548
H -0.96834 1.61068 1.44163
H -1.97130 2.79574 0.70220
C 6.88284 3.51418 4.86472
O 5.74732 2.63809 4.83482
C 4.69677 2.97617 3.95509
C 3.39162 2.26986 4.26372
C 2.31268 2.32258 3.15224
N 2.74260 2.88778 5.42313
H 6.50808 4.49473 5.15826
H 7.28368 3.53954 3.85141
H 7.55222 3.10093 5.61920
H 4.57355 4.05889 3.92976
H 5.01261 2.72268 2.94312
H 3.66366 1.23497 4.47132
H 1.57874 1.54151 3.35065
H 2.70444 2.23121 2.13919
H 1.71386 3.23333 3.16032
H 3.49323 3.05478 6.07794
H 2.50051 3.81033 5.09087
C 4.74490 -6.74661 0.38162
O 4.54153 -5.33466 0.24564
C 3.22930 -4.83139 -0.04646
C 2.28139 -5.00078 1.17653
C 0.80723 -4.58113 0.97142
N 2.77874 -4.26050 2.30822
H 4.10247 -7.35469 1.01850
H 5.75131 -6.95355 0.74551
H 4.77779 -7.21970 -0.59981
H 3.36735 -3.76169 -0.20385
H 2.98148 -5.31110 -0.99334
H 2.24204 -6.04474 1.48752
H 0.28077 -4.37497 1.90332
H 0.13184 -5.34527 0.58667
H 0.74797 -3.61303 0.47404
H 3.78614 -4.27891 2.37837
H 2.55523 -3.27971 2.39878
C 0.78522 0.29099 6.66202
O 0.08814 -0.78824 5.99579
C 0.36983 -0.99794 4.65442
C -0.47771 -2.14014 4.00420
N -0.74332 -3.32442 4.84620
C 0.35513 -4.06581 5.34260
C -0.38053 -4.89523 6.39443
O -1.04213 -4.13213 7.36926
C -1.84053 -5.09403 8.18143
H 0.47825 0.08549 7.68751
H 0.34548 1.25238 6.39655
H 1.86932 0.17866 6.67625
H 1.43246 -1.19583 4.51386
H 0.11735 -0.10449 4.08337
H 0.04930 -2.41726 3.09121
H -1.45176 -1.74968 3.70946
H -1.48461 -3.02682 5.46428
H 1.15369 -3.51708 5.84190
H 0.86792 -4.69599 4.61594
H 0.36498 -5.53864 6.86168
H -1.01006 -5.64350 5.91289
H -2.46136 -4.61760 8.94017
H -1.31980 -5.87701 8.73267
H -2.44119 -5.64648 7.45885
C -2.00787 -4.32972 -1.90982
O -2.30222 -4.81093 -0.65638
C -3.22348 -4.05142 0.15604
C -2.93750 -4.32644 1.63063
N -3.15268 -5.73218 2.15479
C -2.75014 -5.90991 3.53709
C -3.02336 -7.37409 4.05349
O -4.31345 -7.79333 3.72724
C -4.61218 -9.11035 4.20240
H -2.96606 -4.27894 -2.42693
H -1.21792 -4.91312 -2.38282
H -1.73813 -3.27429 -1.87236
H -4.15599 -4.44012 -0.25316
H -2.98157 -3.01349 -0.07264
H -3.60558 -3.63662 2.14629
H -1.93062 -4.04558 1.93955
H -4.14174 -5.93613 2.13857
H -3.13732 -5.24250 4.30699
H -1.68059 -5.74486 3.66717
H -2.91701 -7.51177 5.12952
H -2.25310 -7.92733 3.51616
H -5.13851 -9.69354 3.44678
H -5.21498 -9.13137 5.11030
H -3.72385 -9.60027 4.60107
C 1.07756 -2.41403 -2.70196
O 2.35248 -1.83495 -2.96072
C 2.60673 -1.43273 -4.35693
C 4.04500 -0.97623 -4.66394
N 4.21970 0.28097 -5.35295
C 5.68596 0.61160 -5.34220
C 6.62031 -0.36075 -6.06260
O 7.06562 -1.47400 -5.36576
C 7.62894 -2.42859 -6.28985
H 0.98471 -2.65391 -1.64274
H 0.87526 -3.25893 -3.36023
H 0.33440 -1.64626 -2.91723
H 1.98152 -0.56979 -4.58617
H 2.22255 -2.25116 -4.96576
H 4.43042 -1.81428 -5.24466
H 4.50530 -1.04359 -3.67820
H 3.84377 0.94194 -4.68821
H 6.07694 0.72175 -4.33071
H 5.72830 1.53832 -5.91448
H 7.45423 0.22676 -6.44667
H 6.14619 -0.57573 -7.02025
H 6.90432 -2.78586 -7.02154
H 7.77592 -3.41944 -5.86006
H 8.57129 -2.15793 -6.76611
C -2.18867 4.96899 0.89816
O -1.09265 4.89101 -0.05382
C 0.21405 4.77969 0.54431
C 1.26042 5.28271 -0.47360
N 0.90996 6.66370 -0.90148
C 1.06813 7.65403 0.13257
C 2.57056 7.84323 0.48324
O 2.67960 8.97526 1.31659
C 3.72038 8.97414 2.23704
H -2.23253 5.92890 1.41270
H -2.16892 4.30977 1.76599
H -3.16181 4.71075 0.48051
H 0.46515 3.76093 0.83956
H 0.16094 5.28997 1.50602
H 1.24739 4.71333 -1.40298
H 2.26585 5.11944 -0.08559
H -0.01868 6.63589 -1.29765
H 0.50020 7.36500 1.01688
H 0.69101 8.63425 -0.15905
H 3.09411 7.99942 -0.45994
H 2.98342 6.94194 0.93637
H 4.65423 9.16483 1.70820
H 3.93104 7.98173 2.63560
H 3.62203 9.70442 3.04023
C -5.79427 2.98238 -0.46523
O -6.66775 2.14755 0.17477
C -8.05441 2.43756 0.18239
C -8.81439 1.28749 0.82243
N -8.82328 0.03789 -0.00062
C -8.94709 -1.28231 0.66788
C -8.40960 -2.25230 -0.38482
O -7.19002 -1.76655 -0.92008
C -6.99946 -2.32300 -2.21240
H -6.12462 3.14635 -1.49095
H -4.76947 2.61143 -0.48178
H -5.69966 3.88903 0.13238
H -8.42105 2.66276 -0.81909
H -8.21058 3.35133 0.75574
H -9.81674 1.65408 1.04379
H -8.40629 1.15087 1.82387
H -7.98972 -0.13345 -0.54461
H -9.98067 -1.50347 0.93417
H -8.36642 -1.41447 1.58082
H -9.26569 -2.46647 -1.02462
H -8.27523 -3.17734 0.17586
H -7.05859 -3.40970 -2.15165
H -6.08335 -2.04279 -2.73231
H -7.71812 -1.88346 -2.90410
C -3.49046 -1.31513 -4.00094
O -2.22557 -1.91254 -4.19341
C -1.87779 -2.11570 -5.61350
C -0.62517 -1.28053 -5.92170
N -0.66263 0.16053 -5.94697
C -1.63799 0.72360 -6.87237
C -1.36484 2.26728 -7.04387
O -1.78184 2.94826 -5.87778
C -1.47887 4.33775 -5.91615
H -3.72532 -0.47447 -4.65380
H -3.61022 -1.11279 -2.93660
H -4.22799 -2.05823 -4.30419
H -2.71337 -1.99163 -6.30235
H -1.64041 -3.15341 -5.84783
H -0.28282 -1.48766 -6.93560
H 0.06561 -1.71676 -5.20015
H -0.90748 0.45306 -5.01178
H -2.68553 0.62351 -6.58820
H -1.58764 0.27765 -7.86570
H -1.94129 2.63800 -7.89143
H -0.31236 2.46960 -7.24255
H -1.92768 4.65783 -4.97582
H -1.99321 4.95335 -6.65410
H -0.43441 4.64846 -5.89040
C 1.29316 3.03918 -3.98679
O 2.61070 2.86889 -3.37051
C 2.69022 1.98880 -2.25094
C 4.11124 2.22767 -1.62519
N 4.08308 3.55518 -0.94886
C 5.35554 3.89429 -0.33890
C 5.27172 5.29145 0.25690
O 6.52401 5.89699 0.25756
C 6.91154 6.66621 -0.87760
H 0.69167 3.62345 -3.29042
H 0.74449 2.12298 -4.20506
H 1.44743 3.62674 -4.89181
H 2.48472 0.95880 -2.54244
H 1.82641 2.28720 -1.65689
H 4.86191 2.08295 -2.40214
H 4.20337 1.43249 -0.88540
H 4.00831 4.27366 -1.65476
H 6.03743 3.94982 -1.18745
H 5.80572 3.16933 0.33924
H 4.87691 5.11110 1.25674
H 4.50408 5.85547 -0.27291
H 7.90776 7.05031 -0.65826
H 6.21433 7.47554 -1.09434
H 6.87325 6.00372 -1.74232
N -5.37135 -0.49775 0.54533
C -4.84852 -0.73416 1.68767
N -3.76729 -0.08579 2.00313
O -5.29431 -1.68144 2.37912
H -5.19537 0.39373 0.10442
H -6.17568 -1.05460 0.29420
H -3.41757 -0.54445 2.83224
H -3.25209 0.60944 1.48226
*
```

=====

(2)
A molecular structure, C55H39F3GeN4O2PbSb, computed with ωB97M-V with the def2-TZVPD basis set.

## Properties
Molecular weight (g mol⁻¹): 1246.51
Frontier orbital gap (eV): 6.38
ΔE to the lowest compared entry with this formula, charge and spin (eV): 0.667
F_max (eV Å⁻¹): 0.9

```
! RIJCOSX wB97M-V def2-TZVPD def2/J DEFGRID3
* xyz -1 1
Pb 0.49143 -2.22520 -1.36575
O -2.89223 -5.13848 -0.82817
C -1.93400 -4.36140 -0.72824
N -1.62716 -3.29622 -1.48586
C -2.47814 -2.85428 -2.52591
C -3.74096 -3.40455 -2.78670
C -4.57055 -2.90952 -3.78042
C -4.17123 -1.82548 -4.53670
C -2.91824 -1.27643 -4.32293
C -2.04047 -1.78399 -3.35767
N -0.74067 -1.26616 -3.17962
C -0.17153 -0.57133 -4.17613
O -0.62942 -0.31480 -5.29807
C 1.23512 -0.05191 -3.94423
C 1.77555 0.80397 -4.90598
C 3.09853 1.18622 -4.80498
C 3.86347 0.67106 -3.76637
C 3.23949 -0.15910 -2.85543
N 1.95064 -0.47761 -2.91009
C -0.97405 -4.69100 0.41522
C -1.33158 -5.71522 1.29270
C -0.47361 -6.05414 2.32107
C 0.73821 -5.38177 2.43833
C 1.01897 -4.39182 1.51580
N 0.18105 -4.04761 0.54361
H -4.06929 -4.23802 -2.19434
H -5.53919 -3.36983 -3.94187
H -4.81917 -1.40975 -5.30118
H -2.59305 -0.45949 -4.94415
H 1.13982 1.11679 -5.72160
H 3.54119 1.84838 -5.53955
H 4.91627 0.90468 -3.66708
H 3.79230 -0.61715 -2.05290
H -2.27310 -6.21924 1.13167
H -0.73656 -6.83866 3.02007
H 1.44782 -5.61910 3.22095
H 1.96185 -3.85083 1.54601
F 7.30711 -2.02153 1.40397
C 6.08612 -1.47696 1.22809
C 5.96587 -0.34148 0.45521
C 4.70454 0.21830 0.29020
C 3.57673 -0.34325 0.88844
C 3.74835 -1.48957 1.66130
C 4.99863 -2.06810 1.83437
Sb 1.62741 0.59883 0.77570
C 2.47658 2.46099 0.01012
C 3.41232 3.20491 0.72290
C 4.03125 4.30241 0.14066
C 3.71089 4.62284 -1.16496
F 4.31768 5.68391 -1.73579
C 2.80633 3.89383 -1.90589
C 2.18632 2.80548 -1.30591
C 1.60452 0.98562 2.90386
C 1.32191 -0.13791 3.68104
C 1.34869 -0.08068 5.06669
C 1.64028 1.12927 5.66527
F 1.66723 1.20029 7.01305
C 1.88824 2.27004 4.93496
C 1.86995 2.18897 3.54652
H 6.84256 0.09777 -0.00499
H 4.61376 1.11460 -0.30818
H 2.89275 -1.94481 2.14276
H 5.13751 -2.95892 2.43450
H 3.68909 2.91601 1.72984
H 4.76009 4.89764 0.67685
H 2.58951 4.17206 -2.93031
H 1.47102 2.22305 -1.87970
H 1.02018 -1.05661 3.18626
H 1.13882 -0.94990 5.67784
H 2.08981 3.20363 5.44600
H 2.03732 3.09297 2.97292
C 0.03777 -0.68932 0.51880
Ge -1.54863 0.47730 0.38265
C -1.94830 1.41583 2.10329
C -1.53795 0.89905 3.32961
C -1.88602 1.51258 4.52728
C -2.67149 2.65685 4.51682
C -3.11648 3.17298 3.30517
C -2.75991 2.55333 2.11387
C -1.45871 1.98617 -0.89832
C -1.00178 3.23710 -0.47656
C -0.91664 4.30626 -1.35851
C -1.24826 4.13072 -2.69623
C -1.69509 2.89068 -3.13704
C -1.82035 1.83727 -2.23945
C -3.23880 -0.49552 0.21930
C -3.41707 -1.62686 1.01742
C -4.66721 -2.21024 1.15435
C -5.75903 -1.66599 0.49288
C -5.59237 -0.55211 -0.31823
C -4.33827 0.02919 -0.45438
H -0.93983 -0.00354 3.34189
H -1.54279 1.09765 5.46927
H -2.94874 3.13733 5.44830
H -3.74122 4.05943 3.29033
H -3.11926 2.96241 1.17424
H -0.72372 3.38216 0.56305
H -0.57829 5.27359 -1.00442
H -1.15722 4.95911 -3.38991
H -1.95221 2.73856 -4.17945
H -2.20560 0.88386 -2.58558
H -2.56541 -2.04037 1.55349
H -4.78806 -3.09650 1.76736
H -6.73801 -2.12104 0.59062
H -6.44095 -0.14099 -0.85207
H -4.22097 0.91836 -1.06694
*
```

=====

(3)
A molecular structure, C55H41AsBrF4N2OP2PdSe, computed with ωB97M-V with the def2-TZVPD basis set.

## Properties
Molecular weight (g mol⁻¹): 1224.09
Frontier orbital gap (eV): 7.19
ΔE to the lowest compared entry with this formula, charge and spin (eV): 0.362
F_max (eV Å⁻¹): 0.9

```
! RIJCOSX wB97M-V def2-TZVPD def2/J DEFGRID3
* xyz 3 1
Pd 0.34422 0.29761 0.59506
N -0.07138 0.71704 3.11781
C 0.03474 2.12884 3.37018
C 0.19052 2.57569 4.67618
C 0.28680 3.92642 4.96295
C 0.21691 4.85556 3.93527
C 0.08480 4.42279 2.62848
C -0.00184 3.05900 2.31882
P 0.02697 2.57903 0.55857
C 0.70439 3.99676 -0.34579
C 2.04145 4.13619 -0.70618
C 2.49046 5.30042 -1.31203
C 1.61342 6.34292 -1.56402
C 0.27852 6.22137 -1.20010
C -0.17575 5.06140 -0.59725
C -1.66698 2.42607 -0.04401
C -2.12706 2.74428 -1.25169
C -3.50626 2.46829 -1.64424
C -4.40269 2.01232 -0.77060
C -3.99457 1.57523 0.59746
C -2.47334 1.50001 0.83626
H 0.46172 0.19911 3.80784
H -1.03307 0.40442 3.20779
H 0.22635 1.84792 5.47823
H 0.40475 4.25245 5.98775
H 0.27712 5.91419 4.14727
H 0.07535 5.16078 1.83991
H 2.75192 3.34898 -0.52369
H 3.53381 5.38704 -1.58467
H 1.96647 7.25044 -2.03497
H -0.41151 7.03487 -1.37934
H -1.21490 5.00009 -0.30677
H -1.50589 3.28353 -1.95651
H -3.82432 2.78381 -2.62888
H -5.45875 2.04497 -1.00651
H -4.54609 2.03171 1.41658
H -2.28740 1.71666 1.89143
F 4.52261 -5.27653 0.12000
C 4.10739 -4.04102 0.26876
C 5.00863 -2.98832 0.26097
F 6.29362 -3.21967 0.11326
C 4.54835 -1.68669 0.41127
F 5.45257 -0.71748 0.43117
C 3.19835 -1.39122 0.56007
P 2.60757 0.34175 0.63259
C 3.40610 1.13495 -0.76709
C 2.72980 1.11809 -1.98684
C 3.30040 1.70738 -3.10253
C 4.53985 2.32586 -2.99606
C 5.20997 2.35322 -1.77924
C 4.65055 1.75509 -0.66053
C 3.24863 0.99986 2.17874
C 3.23112 2.37949 2.39216
C 3.67707 2.90123 3.59448
C 4.12842 2.05081 4.59628
C 4.14114 0.67773 4.39200
C 3.70364 0.14949 3.18611
C 2.33077 -2.47380 0.59328
Br 0.48413 -2.20856 0.89977
C 2.75609 -3.77503 0.44660
F 1.88653 -4.78041 0.47743
H 1.74880 0.66115 -2.04846
H 2.77768 1.70154 -4.04989
H 4.98522 2.79142 -3.86534
H 6.17419 2.83744 -1.70143
H 5.17324 1.78591 0.28625
H 2.89625 3.05877 1.61789
H 3.67694 3.97232 3.74701
H 4.47979 2.45961 5.53424
H 4.50661 0.01621 5.16577
H 3.72800 -0.92332 3.03947
Se -4.57119 -0.31665 0.84128
C -2.77449 -0.77425 0.55469
N -1.90498 0.16452 0.51684
O -2.42801 -2.06191 0.41050
As -2.76379 -3.13986 -1.01278
C -2.91756 -4.83357 -0.19940
C -3.92213 -5.69838 -0.62968
C -4.01477 -6.95676 -0.05478
C -3.11839 -7.33625 0.93439
C -2.11430 -6.46872 1.35291
C -2.00475 -5.21197 0.78597
C -4.32431 -2.61045 -1.93004
C -4.21264 -2.08560 -3.21651
C -5.36811 -1.77142 -3.91500
C -6.61107 -1.98522 -3.33398
C -6.71510 -2.51847 -2.05254
C -5.57190 -2.83558 -1.34306
C -1.19031 -2.96763 -2.05249
C -0.46378 -4.12129 -2.32779
C 0.67990 -4.02776 -3.11025
C 1.07685 -2.79656 -3.61027
C 0.33922 -1.64780 -3.33357
C -0.79803 -1.72404 -2.54936
H -4.61449 -5.41145 -1.41051
H -4.78701 -7.63929 -0.38155
H -3.19831 -8.31769 1.38216
H -1.41727 -6.77632 2.12024
H -1.22016 -4.53987 1.10990
H -3.24635 -1.94705 -3.68346
H -5.29768 -1.37716 -4.91938
H -7.50951 -1.75001 -3.88901
H -7.68759 -2.69500 -1.61376
H -5.65347 -3.26634 -0.35196
H -0.77733 -5.08298 -1.94056
H 1.24906 -4.91920 -3.33683
H 1.95887 -2.72975 -4.23375
H 0.64699 -0.69852 -3.75160
H -1.37095 -0.82926 -2.32972
*
```